(1)
The following is a DFT calculation (ωB97M-V with the def2-TZVPD basis set) of a molecular structure, C5H11N3 in a non-equilibrium geometry.

Calculated values
**HOMO level**: -7.32 eV
**Energy above the lowest of the compared OMol25 structures with the same formula, charge and spin**: 345.34 kJ/mol

Geometry as ORCA input:
```
! RIJCOSX wB97M-V def2-TZVPD def2/J DEFGRID3
* xyz 0 1
C -1.13 -0.55 -1.46
C -0.87 1.19 1.28
N 0.88 -0.65 1.17
N 0.19 -0.49 -0.84
C 0.61 -1.49 0.17
C 0.38 0.81 0.51
C 1.22 1.77 0.07
N 0.77 -2.74 0.02
H 1.21 -0.98 2.07
H 0.92 -0.37 -1.54
H 0.55 -3.04 -0.93
H -1.11 -1.23 -2.31
H -1.87 -0.89 -0.74
H -1.39 0.45 -1.81
H -1.35 2.08 0.87
H -1.59 0.37 1.33
H -0.59 1.42 2.31
H 2.10 1.53 -0.51
H 1.06 2.81 0.34
*
```

---

(2)
The following is a DFT calculation (ωB97M-V with the def2-TZVPD basis set) of a molecular structure, C5H11N3 in a non-equilibrium geometry.

Calculated values
**HOMO level**: -8.12 eV
**Energy above the lowest of the compared OMol25 structures with the same formula, charge and spin**: 815.40 kJ/mol

Geometry as ORCA input:
```
! RIJCOSX wB97M-V def2-TZVPD def2/J DEFGRID3
* xyz 0 1
C -0.85 2.04 0.26
C -1.18 -0.19 -0.14
C -2.14 -1.45 -0.41
C -0.24 -0.63 0.94
C 1.08 -0.50 0.85
H -1.53 2.89 0.88
H 0.13 1.82 0.98
H -0.21 2.47 -0.48
H -2.35 -1.03 -1.75
H -3.28 -1.48 0.34
H -1.49 -2.62 -0.33
H -0.22 -1.45 1.58
H 1.86 -1.27 1.19
H 1.01 0.89 -0.64
H 2.95 -0.91 -1.31
H 3.61 0.43 -0.89
N -1.72 0.90 -0.46
N 1.68 0.27 -0.12
N 2.89 -0.18 -0.48
*
```

---

(3)
The following is a DFT calculation (ωB97M-V with the def2-TZVPD basis set) of 2 unconnected molecules or ions with the total composition C5H11N3 in a non-equilibrium geometry.

Calculated values
**HOMO level**: -8.65 eV
**Energy above the lowest of the compared OMol25 structures with the same formula, charge and spin**: 782.42 kJ/mol

Geometry as ORCA input:
```
! RIJCOSX wB97M-V def2-TZVPD def2/J DEFGRID3
* xyz 0 1
C -0.47 0.23 0.89
C -1.41 0.03 -0.39
C -0.44 -0.51 -1.32
C 0.60 0.44 -1.08
C 1.07 0.25 0.20
H -1.68 0.80 2.54
H -0.96 2.12 1.79
H -0.27 -0.69 1.61
H -1.87 0.96 -0.73
H -2.36 -0.53 -0.24
H -0.07 -1.49 -1.12
H 0.88 -1.02 -2.54
H 0.09 1.44 -1.25
H 1.67 0.99 0.63
H 1.78 -1.18 1.48
H 2.42 -1.66 -0.49
N -0.85 1.04 2.04
N 0.42 -0.01 -2.49
N 1.45 -1.22 0.45
*
```

---

(4)
The following is a DFT calculation (ωB97M-V with the def2-TZVPD basis set) of a molecular structure, C5H11N3 in a non-equilibrium geometry.

Calculated values
**HOMO level**: -6.70 eV
**Energy above the lowest of the compared OMol25 structures with the same formula, charge and spin**: 520.47 kJ/mol

Geometry as ORCA input:
```
! RIJCOSX wB97M-V def2-TZVPD def2/J DEFGRID3
* xyz 0 1
C 0.20 -1.71 -1.45
C -1.59 0.42 1.46
C 0.90 0.34 0.09
C 0.06 -0.68 -0.39
C -1.00 0.18 0.11
N 1.30 1.52 -0.56
N 1.73 -0.07 1.16
N -1.61 0.54 -1.01
H 2.42 -0.76 0.87
H 1.74 2.20 0.06
H 0.51 1.97 -1.02
H 2.20 0.70 1.62
H -2.29 -0.13 -1.37
H -0.78 -2.10 -1.72
H 0.73 -1.35 -2.34
H 0.81 -2.53 -1.04
H -2.37 1.19 1.46
H -0.89 0.76 2.23
H -2.06 -0.49 1.85
*
```

---

(5)
The following is a DFT calculation (ωB97M-V with the def2-TZVPD basis set) of 2 unconnected molecules or ions with the total composition C5H11N3O in a non-equilibrium geometry.

Calculated values
**HOMO level**: -7.80 eV
**SMILES**: CN(N)C=O.C=CN=C
**Energy above the lowest of the compared OMol25 structures with the same formula, charge and spin**: 746.67 kJ/mol

Geometry as ORCA input:
```
! RIJCOSX wB97M-V def2-TZVPD def2/J DEFGRID3
* xyz 0 1
C 2.06 0.33 -0.86
N 1.12 0.54 0.21
N 0.95 1.83 0.65
C -1.02 -0.23 -1.95
N -1.04 0.22 -0.78
H 0.60 1.74 1.61
H 0.33 2.31 -0.01
H 3.04 0.72 -0.57
H 2.13 -0.74 -1.09
H 1.73 0.84 -1.77
H -0.34 0.19 -2.70
H -1.69 -1.03 -2.28
C 0.64 -0.49 1.16
C -1.27 -0.93 0.49
C -2.32 -0.70 1.30
O 0.54 -0.11 2.35
H 1.26 -1.38 0.95
H -1.24 -1.91 0.00
H -2.33 0.20 1.90
H -3.15 -1.39 1.39
*
```

---

(6)
The following is a DFT calculation (ωB97M-V with the def2-TZVPD basis set) of 2 unconnected molecules or ions with the total composition C5H11N3O2 in a non-equilibrium geometry.

Calculated values
**HOMO level**: -8.81 eV
**SMILES**: CO/N=[NH+]\[O-].C1=NCCC1
**Energy above the lowest of the compared OMol25 structures with the same formula, charge and spin**: 713.85 kJ/mol

Geometry as ORCA input:
```
! RIJCOSX wB97M-V def2-TZVPD def2/J DEFGRID3
* xyz 0 1
C -1.21 1.55 0.98
C -0.24 0.98 2.07
C -0.55 1.18 -0.29
C 0.52 -0.07 1.22
C 1.56 -1.39 -2.24
N -1.76 -1.47 -1.52
N 0.29 0.26 -0.23
N -0.63 -1.06 -1.82
O -2.18 -2.42 -0.88
O 0.44 -2.00 -1.64
H -2.27 1.06 1.06
H -1.25 2.62 1.12
H 0.52 1.73 2.51
H -0.87 0.48 2.86
H -2.60 -0.79 -1.76
H -0.89 1.67 -1.26
H 1.55 -0.30 1.38
H -0.03 -1.00 1.48
H 1.48 -1.34 -3.31
H 2.44 -2.10 -1.98
H 1.67 -0.32 -1.83
*
```

---

(7)
The following is a DFT calculation (ωB97M-V with the def2-TZVPD basis set) of a single C5H11N3O5S molecule in a non-equilibrium geometry.

Calculated values
**HOMO level**: -9.93 eV
**SMILES**: CO[C@@]1(N)C[C@H](S(=O)(=O)O)NC(=O)N1
**Energy above the lowest of the compared OMol25 structures with the same formula, charge and spin**: 0.00 kJ/mol

Geometry as ORCA input:
```
! RIJCOSX wB97M-V def2-TZVPD def2/J DEFGRID3
* xyz 0 1
C 0.68 1.71 0.18
C -0.44 -1.01 0.53
C -0.96 0.30 1.16
C 0.53 -0.73 -0.66
C 2.54 -0.98 0.43
N -0.08 1.43 1.24
N 0.83 0.70 -0.70
N -0.22 -1.12 -1.87
O -3.35 -0.29 0.44
O 1.31 2.74 0.09
O -2.90 2.22 0.65
O -2.14 1.00 -1.24
O 1.73 -1.47 -0.65
S -2.51 0.89 0.25
H 0.16 -1.49 1.21
H -1.36 -1.49 0.21
H -1.34 -0.08 2.20
H 1.92 -0.48 1.26
H 3.33 -0.28 0.04
H 3.00 -1.84 0.99
H -0.28 2.07 1.95
H 1.52 0.93 -1.35
H 0.39 -0.88 -2.70
H -1.93 0.23 -1.81
H -0.43 -2.08 -1.83
*
```

---

(8)
The following is a DFT calculation (ωB97M-V with the def2-TZVPD basis set) of 2 unconnected molecules or ions with the total composition C5H11N4 in a non-equilibrium geometry.

Calculated values
**HOMO level**: -13.08 eV
**Energy above the lowest of the compared OMol25 structures with the same formula, charge and spin**: 790.45 kJ/mol

Geometry as ORCA input:
```
! RIJCOSX wB97M-V def2-TZVPD def2/J DEFGRID3
* xyz 1 1
C 1.34 -2.68 1.24
C 1.45 -1.86 0.21
C 0.02 2.50 -0.02
C -0.86 1.49 -0.68
C -1.39 0.45 0.28
N 2.44 -0.65 -1.58
N -1.20 -1.90 -0.04
N 2.13 -1.40 -0.70
N -0.77 -0.79 0.09
H 0.61 -2.46 1.96
H 1.84 -3.66 1.53
H 0.33 3.25 -0.85
H -0.56 3.13 0.62
H 0.84 2.22 0.67
H -0.21 0.97 -1.50
H -1.60 2.06 -1.15
H -1.31 0.92 1.32
H -2.54 0.49 0.29
H 1.63 0.07 -1.72
H -2.19 -2.18 0.04
*
```

---

Taking the records one at a time from the top gives lowest unoccupied orbital energy values of 0.0275, 0.0301, 0.0246, 0.0105, -0.0395, 0.0278, 0.0153, -0.2293 Ha.